DFT (the ωB97M-V functional and the def2-TZVPD basis) results for a cluster of 2 separate species, C23H23N3 in total at a distorted geometry.

Atoms and positions in Å:
H  -2.4516  -1.4330  -0.1806
C  0.1695  -2.0900  -3.5193
C  -0.7926  -2.3939  3.2103
C  -0.0280  5.4269  2.7665
H  0.2388  1.2741  2.2826
C  -0.6218  -4.3800  -3.5946
H  -0.7482  6.5543  1.0529
C  0.9857  -2.3896  -2.3772
C  -1.4421  -5.3964  -4.1879
C  1.9551  -0.0261  -2.1855
C  -0.5148  0.2515  0.5631
H  1.7266  0.6479  -1.3451
H  -1.0153  3.4527  2.7835
C  0.9718  -3.7303  -1.8951
H  3.0128  0.1320  -2.4633
H  1.5987  -4.0035  -1.0423
C  -0.9018  -0.9529  1.2488
C  -1.9158  -3.1056  2.7564
C  -0.6158  -3.0698  -4.0980
H  -2.3258  -3.9218  3.3585
H  -1.2410  -2.8342  -4.9620
H  0.5924  2.5153  -0.5426
C  -0.2957  -1.3210  2.4767
H  -0.3074  -2.6672  4.1504
C  1.7866  -1.4210  -1.7281
C  -1.9923  -1.7246  0.7650
C  2.5544  -1.8040  -0.6169
C  0.1834  6.0994  1.4059
H  0.7289  3.4275  3.1453
N  -2.1014  -6.2419  -4.6587
C  0.0596  1.3344  1.1992
H  -3.3798  -3.3181  1.1678
H  1.7121  5.0275  0.2917
H  -0.8396  0.3624  -0.4818
H  -0.9550  5.7497  3.2372
H  0.1676  -1.0787  -3.9377
N  3.2083  -2.1205  0.3080
N  0.2627  3.7376  1.1061
C  0.6181  4.9935  0.4368
H  0.2025  -5.7151  -2.1123
C  -0.0449  3.9088  2.5240
H  0.1558  5.0775  -0.5588
H  1.3355  0.2476  -3.0390
H  0.7994  5.6855  3.4308
H  0.9373  6.8811  1.4695
H  0.5518  -0.7345  2.8336
C  0.3358  2.5488  0.5290
C  -2.5067  -2.7680  1.5251
C  0.1865  -4.6942  -2.4978

Computed properties:
ΔE to the lowest compared entry with this formula, charge and spin: 39.65 kcal/mol
Frontier orbital gap: 3.269 eV
Multiplicity: 1

---

DFT (the ωB97M-V functional and the def2-TZVPD basis) results for a cluster of 2 separate species, C23H23N3 in total at a distorted geometry.

Atoms and positions in Å:
C  -0.9720  -2.2207  -0.8883
C  -2.0200  -0.2990  3.5030
C  2.1674  -0.4950  2.5201
C  2.0450  3.1009  2.6352
H  -1.2204  4.0338  2.1393
H  4.8469  -0.9036  1.9660
H  3.0548  -3.3841  4.1662
H  -2.3194  -2.7441  1.1389
H  3.0537  3.4910  2.7949
C  -0.5339  1.9726  2.1128
H  -1.4790  1.5247  1.8625
H  -1.3237  0.1887  4.1764
H  0.0804  -2.2575  1.6564
C  0.5687  1.1373  2.3390
H  -5.9541  0.7929  2.7172
H  1.7219  -2.9800  1.4013
H  -0.6526  -0.2365  -0.1428
H  -4.6750  -2.1160  1.3083
C  -5.7944  -0.2803  2.9347
H  2.6762  -1.8099  4.8720
C  -0.1617  -1.2521  -0.2056
C  2.7651  -2.6330  1.4904
N  2.7559  0.7167  2.7243
C  -0.2010  -1.2251  1.9135
C  0.9313  3.9126  2.4557
C  1.8017  1.7316  2.6272
H  -3.7016  0.6937  4.4438
H  -6.3843  -0.8496  2.1952
N  2.1835  -1.0457  -1.3092
C  -0.3450  3.3644  2.2437
C  -2.5735  -1.9219  1.8181
C  -4.3441  -0.6649  2.8665
C  -1.5640  -1.0957  2.3899
C  1.1163  -1.1993  -0.8359
H  1.4368  -2.6726  3.9509
H  2.9929  -2.0590  0.5778
N  -1.7417  -2.9590  -1.3698
H  3.4245  -3.5211  1.5347
C  2.5113  -2.4390  3.9820
H  1.0836  4.9959  2.5149
H  -6.1887  -0.4939  3.9436
C  0.7846  -0.2993  2.2674
C  4.4666  -1.4232  2.8588
C  -3.9208  -1.6405  1.9531
H  5.0468  -2.3585  2.9616
C  2.9822  -1.7482  2.7103
H  3.7339  0.9184  2.8221
C  -3.3911  -0.0473  3.6919
H  4.6703  -0.8188  3.7589

Computed properties:
ΔE to the lowest compared entry with this formula, charge and spin: 6.40 kcal/mol
Frontier orbital gap: 7.211 eV
Multiplicity: 1

---

DFT (the ωB97M-V functional and the def2-TZVPD basis) results for an isolated molecule of C23H23N3O3 at a distorted geometry.

Atoms and positions in Å:
C  1.2844  -3.6428  1.2783
H  -2.5069  -1.3632  -0.7704
C  0.7075  4.0306  -2.2149
H  -1.3244  1.4550  3.3008
H  -3.6446  -1.5397  0.5775
H  3.3626  1.9298  -1.9187
H  -0.1271  -1.7901  -1.1668
H  1.9724  5.7713  -4.2595
N  -1.2566  -5.0863  0.5553
C  -0.6785  -0.6080  3.2773
C  -0.2379  2.4848  1.0283
H  -0.5658  -5.8179  0.6106
N  -1.6521  -0.9625  1.0767
C  2.4325  2.4198  -1.6839
H  -1.4616  0.5523  -0.3298
C  1.8824  -1.5842  -0.4728
C  -1.0302  -3.7563  0.4157
C  2.5447  -3.0736  1.2837
O  -0.8370  3.3586  1.6133
H  3.2934  -3.4343  1.9740
C  1.4565  4.8034  -4.1564
H  1.0411  4.5077  -5.1328
C  0.5323  2.7727  -0.2121
H  0.5395  0.4632  1.0987
O  0.4145  4.9195  -3.2126
H  2.1159  -0.7893  -1.1664
H  -0.8936  4.2796  -0.8078
H  -4.2561  -4.2100  0.4384
N  -2.5495  -5.3906  0.5592
H  -2.7950  -0.6396  2.8296
C  -3.1848  -4.2400  0.4471
H  1.0504  -4.4365  1.9741
C  0.6191  -2.1431  -0.4743
C  -2.2865  -3.1661  0.3450
H  2.1406  1.4081  0.1644
C  -1.8713  -1.1497  2.4974
H  -0.8458  -0.7468  4.3464
C  -0.4702  0.8675  2.9588
C  -0.3233  1.0323  1.4477
C  0.0165  3.7632  -1.0631
H  0.2112  -1.1718  2.9891
C  -1.5649  0.4414  0.7538
C  0.3045  -3.1771  0.4039
C  -2.5976  -1.7070  0.2661
H  3.8325  -1.5996  0.4171
C  1.7241  2.1277  -0.5222
H  -1.9867  -2.2188  2.6891
C  1.8988  3.3665  -2.5254
C  2.8471  -2.0423  0.4104
H  0.4212  1.2461  3.4625
O  2.3758  3.8231  -3.7190
H  -2.4592  1.0057  1.0764

Computed properties:
ΔE to the lowest compared entry with this formula, charge and spin: 47.56 kcal/mol
Frontier orbital gap: 9.045 eV
Multiplicity: 1
SMILES: O=C(c1ccc2c(c1)OCO2)[C@H]1CCCN(Cc2cn[nH]c2-c2ccccc2)C1